No. 1
Molecular formula: CCl2O
Method: DFT, ωB97M-V with the def2-TZVPD basis set

SMILES string = O=C(Cl)Cl
orbital gap = 0.4320 hartree
HOMO energy = -11.577 eV
LUMO energy = 0.178 eV
calculated total energy = -1033.7278 hartree
energy relative to the best compared isomer or geometry (same formula, charge and spin) = 0.0 kcal/mol

Each line ends with the natural charge from an NBO analysis.
Atoms and positions in Å:
O1 0.251 -1.054 0.000  -0.45
C1 0.004 0.070 0.045  0.50
Cl1 -1.730 0.722 -0.006  -0.09
Cl2 1.083 1.412 -0.007  0.04

Cartesian forces (eV/Å) of the 2 atoms listed first:
0.461 -1.362 0.216
-1.956 2.048 -0.563



No. 2
Molecular formula: C31H42BF2N5O3RhS
Method: DFT, ωB97M-V with the def2-TZVPD basis set

total charge = +1
orbital gap (spin up / spin down) = 0.2900 / 0.2200 hartree
2S+1 = 5
HOMO energy (spin up / spin down) = -9.548 / -10.397 eV
LUMO energy (spin up / spin down) = -1.657 / -4.410 eV
calculated total energy = -2439.0976 hartree
expectation value of S² = 6.013
energy relative to the best compared isomer or geometry (same formula, charge and spin) = 7.3 kcal/mol

Each line ends with the Mulliken charge.
Atoms and positions in Å:
Rh1 -0.030 0.520 0.021  -0.01
C1 -4.952 -5.265 2.347  -1.00
O1 -3.752 -4.629 1.911  -0.35
C2 -2.582 -5.288 2.136  0.69
C3 -2.473 -6.543 2.708  -0.39
C4 -1.214 -7.124 2.866  -0.77
C5 -0.085 -6.464 2.428  -1.11
C6 -0.198 -5.207 1.838  -0.06
C7 -1.436 -4.605 1.712  -0.16
N1 -1.658 -3.334 1.115  0.21
C8 -0.815 -2.277 1.024  0.05
N2 0.199 -2.232 1.906  0.04
C9 1.323 -1.370 1.984  -0.34
C10 1.468 -0.185 1.294  0.66
C11 2.619 0.589 1.502  0.04
C12 3.585 0.198 2.402  -1.13
C13 3.430 -0.997 3.110  -0.51
C14 2.307 -1.775 2.898  0.90
O2 2.045 -2.949 3.538  -0.43
C15 3.001 -3.412 4.491  -1.03
N3 -1.034 -1.318 0.154  -0.03
C16 -2.013 -1.491 -0.874  -0.41
C17 -1.901 -2.488 -1.828  0.33
C18 -2.818 -2.598 -2.866  -1.00
C19 -3.859 -1.690 -2.952  -0.81
C20 -3.989 -0.680 -2.003  -0.43
C21 -3.071 -0.581 -0.964  0.49
O3 -3.142 0.391 -0.001  -0.21
C22 -4.344 1.157 0.082  -1.22
H1 -4.923 -5.451 3.421  0.39
H2 -5.108 -6.203 1.813  0.40
H3 -5.760 -4.577 2.123  0.24
H4 -3.356 -7.073 3.034  0.42
H5 -1.133 -8.103 3.321  0.40
H6 0.892 -6.919 2.526  0.41
H7 0.691 -4.713 1.466  0.57
H8 -2.570 -3.204 0.703  0.44
H9 0.187 -2.949 2.616  0.35
H10 2.744 1.533 0.981  0.22
H11 4.461 0.811 2.574  0.42
H12 4.183 -1.306 3.819  0.44
H13 3.100 -2.699 5.311  0.39
H14 3.970 -3.571 4.018  0.40
H15 2.621 -4.353 4.872  0.26
H16 -1.068 -3.181 -1.756  0.52
H17 -2.710 -3.383 -3.603  0.46
H18 -4.585 -1.763 -3.752  0.44
H19 -4.811 0.016 -2.073  0.48
H20 -4.261 1.763 0.979  0.29
H21 -5.211 0.502 0.162  0.48
H22 -4.458 1.808 -0.786  0.36
F1 -1.452 3.314 0.371  -0.07
B1 -1.091 2.170 0.950  0.09
F2 -1.421 2.001 2.218  -0.08
C23 0.168 3.960 -5.478  -1.05
C24 -0.917 4.753 -4.753  -0.37
C25 -1.941 3.925 -3.979  -1.09
C26 -1.462 3.330 -2.670  1.04
N4 -0.547 2.182 -2.874  0.07
C27 0.505 1.777 -2.160  -0.09
S1 0.870 0.078 -2.115  -0.33
N5 1.400 2.611 -1.623  0.12
C28 1.708 4.014 -1.973  0.07
C29 2.423 4.711 -0.828  -1.24
C30 1.592 4.900 0.436  0.46
C31 0.466 5.914 0.263  -1.27
H23 0.837 4.625 -6.027  0.35
H24 -0.273 3.272 -6.205  0.33
H25 0.781 3.363 -4.799  0.15
H26 -1.460 5.349 -5.490  0.41
H27 -0.461 5.480 -4.070  0.22
H28 -2.333 3.123 -4.618  0.39
H29 -2.800 4.553 -3.730  0.42
H30 -2.305 2.962 -2.086  -0.15
H31 -0.984 4.078 -2.053  -0.64
H32 -1.013 1.388 -3.294  0.36
H33 2.181 2.105 -1.227  0.28
H34 0.809 4.538 -2.267  -0.18
H35 2.361 3.987 -2.847  0.28
H36 2.749 5.683 -1.206  0.44
H37 3.341 4.155 -0.604  0.43
H38 2.253 5.224 1.242  0.43
H39 1.191 3.933 0.755  -0.43
H40 0.866 6.892 -0.017  0.38
H41 -0.104 6.039 1.183  0.38
H42 -0.247 5.614 -0.510  0.14

Cartesian forces (eV/Å) of the 2 atoms listed first:
0.181 -0.668 0.701
0.124 0.031 -0.028



No. 3
Molecular formula: C23H16ClI2N3O3Ti
Method: DFT, ωB97M-V with the def2-TZVPD basis set

total charge = +1
orbital gap (spin up / spin down) = 0.2380 / 0.2652 hartree
2S+1 = 2
HOMO energy (spin up / spin down) = -10.481 / -11.208 eV
LUMO energy (spin up / spin down) = -4.004 / -3.990 eV
calculated total energy = -3180.9674 hartree
expectation value of S² = 0.761
energy relative to the best compared isomer or geometry (same formula, charge and spin) = 39.0 kcal/mol

Each line ends with the natural charge from an NBO analysis.
Atoms and positions in Å:
Ti1 -0.269 0.269 0.388  1.38
C1 1.985 -1.158 3.819  -0.65
C2 2.291 -1.728 2.470  0.21
N1 3.057 -2.792 2.393  -0.36
C3 3.384 -3.299 1.195  0.02
C4 2.929 -2.803 0.001  -0.03
C5 3.350 -3.456 -1.296  -0.10
O1 3.932 -2.551 -2.227  -0.72
C6 2.052 -1.680 0.036  -0.19
C7 1.546 -1.133 -1.185  0.19
N2 0.618 -0.199 -1.205  -0.58
C8 0.390 0.561 -2.379  0.14
C9 0.080 -0.006 -3.611  -0.22
C10 -0.095 0.798 -4.725  -0.18
C11 0.059 2.174 -4.632  -0.19
C12 0.370 2.759 -3.413  -0.23
C13 0.521 1.950 -2.302  -0.17
I1 0.961 2.826 -0.397  0.33
C14 1.771 -1.103 1.310  0.33
O2 1.112 0.051 1.432  -0.66
H1 2.577 -1.677 4.567  0.25
H2 0.928 -1.291 4.053  0.23
H3 2.200 -0.089 3.848  0.23
H4 4.055 -4.151 1.218  0.21
H5 2.485 -3.890 -1.801  0.19
H6 4.039 -4.271 -1.069  0.19
H7 4.792 -2.268 -1.899  0.48
H8 1.992 -1.442 -2.122  0.24
H9 -0.024 -1.082 -3.687  0.24
H10 -0.356 0.347 -5.672  0.24
H11 -0.057 2.795 -5.510  0.24
H12 0.498 3.830 -3.329  0.24
Cl1 -4.991 2.765 3.780  0.06
C15 -3.897 1.675 3.018  -0.04
C16 -3.458 0.566 3.694  -0.22
C17 -2.599 -0.360 3.089  -0.19
I2 -2.135 -2.159 4.036  0.24
C18 -2.110 -0.157 1.808  0.26
O3 -1.324 -1.004 1.145  -0.68
C19 -2.535 1.030 1.124  0.07
N3 -2.028 1.210 -0.140  -0.52
C20 -2.530 2.176 -0.887  0.13
C21 -3.529 3.040 -0.437  -0.27
C22 -3.982 2.935 0.855  -0.08
C23 -3.485 1.914 1.687  -0.04
H13 -3.801 0.388 4.704  0.26
H14 -2.112 2.287 -1.880  0.22
H15 -3.921 3.795 -1.102  0.25
H16 -4.736 3.610 1.237  0.25

Cartesian forces (eV/Å) of the 2 atoms listed first:
-1.336 2.049 0.092
-0.001 0.010 -0.056



No. 4
Molecular formula: C45H54ClIrN5P
Method: DFT, ωB97M-V with the def2-TZVPD basis set

total charge = +3
orbital gap (spin up / spin down) = 0.1758 / 0.2344 hartree
2S+1 = 2
HOMO energy (spin up / spin down) = -13.522 / -15.123 eV
LUMO energy (spin up / spin down) = -8.739 / -8.744 eV
calculated total energy = -2926.0340 hartree
expectation value of S² = 0.792
energy relative to the best compared isomer or geometry (same formula, charge and spin) = 80.1 kcal/mol

Each line ends with the Mulliken charge.
Atoms and positions in Å:
Ir1 0.293 0.410 -0.559  2.07
C1 0.048 2.078 2.755  -1.61
C2 1.141 1.055 2.685  1.00
C3 2.146 1.064 3.656  -1.02
C4 3.149 0.121 3.605  -1.07
C5 3.081 -0.875 2.637  -1.10
C6 2.035 -0.859 1.740  0.84
N1 1.122 0.128 1.720  0.42
C7 1.794 -1.946 0.790  0.32
C8 2.362 -3.205 0.904  -0.72
C9 1.978 -4.197 0.019  -1.45
C10 0.997 -3.930 -0.921  -0.84
C11 0.461 -2.655 -0.975  0.26
N2 0.891 -1.686 -0.162  0.57
C12 -0.681 -2.275 -1.804  0.60
C13 -1.299 -3.129 -2.696  -0.70
C14 -2.476 -2.720 -3.308  -1.17
C15 -3.008 -1.485 -2.992  -0.58
C16 -2.316 -0.645 -2.127  0.12
C17 -2.827 0.714 -1.766  -0.84
N3 -1.158 -1.042 -1.568  1.36
H1 -0.385 2.081 3.755  0.68
H2 -0.733 1.869 2.030  -0.08
H3 0.450 3.081 2.586  0.28
H4 2.122 1.811 4.438  0.61
H5 3.959 0.139 4.321  0.56
H6 3.841 -1.641 2.590  0.45
H7 3.082 -3.418 1.680  0.53
H8 2.414 -5.185 0.085  0.49
H9 0.649 -4.709 -1.583  0.54
H10 -0.884 -4.102 -2.913  0.57
H11 -2.981 -3.372 -4.010  0.52
H12 -3.949 -1.161 -3.416  0.59
H13 -3.739 0.947 -2.311  0.67
H14 -2.077 1.473 -1.992  -0.33
H15 -3.046 0.747 -0.696  -0.14
C18 -0.064 7.033 2.000  -1.57
C19 0.644 6.790 0.654  1.66
C20 2.081 7.303 0.756  -2.03
C21 -0.087 7.578 -0.450  -1.59
C22 0.566 5.311 0.333  -0.19
C23 -0.669 4.685 0.135  -0.88
C24 -0.715 3.338 -0.134  -1.27
N4 0.385 2.570 -0.211  1.47
C25 1.581 3.147 -0.046  0.38
C26 1.694 4.500 0.220  -0.36
C27 2.734 2.257 -0.185  -0.22
C28 4.038 2.628 0.066  -0.72
C29 5.093 1.731 -0.129  0.07
C30 4.749 0.459 -0.595  -0.93
C31 3.423 0.147 -0.810  -1.81
N5 2.435 1.024 -0.608  0.91
C32 6.529 2.148 0.133  1.52
C33 6.636 2.805 1.519  -1.55
C34 6.928 3.169 -0.950  -1.55
C35 7.487 0.956 0.072  -2.00
H16 -0.039 8.099 2.227  0.48
H17 0.439 6.504 2.813  0.35
H18 -1.110 6.720 1.973  0.36
H19 2.056 8.374 0.952  0.42
H20 2.632 7.157 -0.176  0.46
H21 2.625 6.836 1.581  0.42
H22 -0.024 8.642 -0.228  0.48
H23 -1.143 7.314 -0.511  0.35
H24 0.374 7.406 -1.425  0.37
H25 -1.595 5.239 0.186  0.65
H26 -1.665 2.842 -0.280  -0.01
H27 2.671 4.943 0.338  0.65
H28 4.256 3.624 0.423  0.59
H29 5.502 -0.293 -0.780  0.62
H30 3.139 -0.839 -1.151  0.88
H31 6.070 3.735 1.583  0.38
H32 7.680 3.043 1.720  0.47
H33 6.284 2.130 2.304  0.34
H34 6.340 4.085 -0.878  0.35
H35 6.806 2.750 -1.951  0.36
H36 7.979 3.426 -0.821  0.47
H37 7.192 0.169 0.771  0.43
H38 8.489 1.285 0.345  0.45
H39 7.549 0.541 -0.936  0.41
C36 1.741 -0.283 -3.724  -1.34
P1 0.669 0.967 -2.959  0.87
C37 1.600 2.493 -3.271  -1.36
C38 -0.670 1.113 -4.176  -1.37
H40 1.830 -0.064 -4.788  0.56
H41 1.322 -1.283 -3.599  0.30
H42 2.732 -0.253 -3.276  0.32
H43 1.788 2.560 -4.343  0.64
H44 2.551 2.486 -2.742  0.31
H45 1.026 3.366 -2.957  0.32
H46 -0.221 1.235 -5.162  0.61
H47 -1.290 1.985 -3.967  0.42
H48 -1.297 0.223 -4.183  0.33
Cl1 -4.999 -1.100 0.283  -0.19
C39 -4.821 -0.136 1.711  0.66
C40 -5.948 0.425 2.265  -0.62
C41 -5.850 1.197 3.419  -0.42
C42 -4.603 1.408 4.012  -0.86
C43 -3.479 0.846 3.467  -0.41
C44 -3.531 0.037 2.295  0.62
C45 -2.385 -0.558 1.774  -1.53
H49 -6.912 0.260 1.803  0.46
H50 -6.743 1.621 3.857  0.41
H51 -4.531 2.007 4.910  0.42
H52 -2.518 0.996 3.943  0.44
H53 -2.436 -1.213 0.915  0.48
H54 -1.436 -0.469 2.286  0.50

Cartesian forces (eV/Å) of the 2 atoms listed first:
5.004 -0.274 -1.039
0.088 -0.008 -0.027